No. 1
Computed, not measured: the molecule C3H6FN, with ωB97M-V/def2-TZVPD.

Calculated values
E_HOMO ... -9.59 eV
Molecular weight ... 75.1 g mol⁻¹
SMILES ... FC[C@@H]1CN1
ΔE to the lowest compared entry with this formula, charge and spin ... 177.1 kJ/mol
Net charge ... 0

The geometry in XYZ format:
```
11
Properties=species:S:1:pos:R:3:forces:R:3
C 1.3057 -0.5166 -0.0689 -2.48 1.27 -0.32
C -0.0857 -0.0607 0.4535 1.55 1.12 4.24
C -1.4342 -0.1530 -0.1135 -0.24 2.58 1.02
H 1.1924 -0.9388 -1.0730 0.67 0.80 -0.35
H 1.7103 -1.3561 0.5348 0.35 1.27 0.12
H 0.1305 0.1105 1.5774 -1.08 -1.13 -1.43
H -2.4465 -0.1579 0.4044 1.82 -0.28 -0.38
H -1.4253 -0.5071 -1.0909 -0.30 -0.74 -1.64
H -0.2072 1.5732 -0.6616 1.99 1.58 -4.57
N -0.6921 1.2190 0.0449 -2.80 -3.92 3.70
F 1.9522 0.7874 -0.0070 0.52 -2.55 -0.38
```
Positions in Å, forces in eV/Å.



No. 2
Computed, not measured: the molecule C3H6FN, with ωB97M-V/def2-TZVPD.

Calculated values
E_HOMO ... -9.71 eV
Molecular weight ... 75.1 g mol⁻¹
SMILES ... FC[C@@H]1CN1
ΔE to the lowest compared entry with this formula, charge and spin ... 370.3 kJ/mol
Net charge ... 0

The geometry in XYZ format:
```
11
Properties=species:S:1:pos:R:3:forces:R:3
C 1.2318 0.4881 0.1245 -0.53 1.37 3.33
C -0.0224 0.2449 -0.6487 -1.02 -3.80 3.01
C -1.4512 0.0327 -0.1061 1.58 -2.76 -1.91
H 0.8553 0.1636 1.2100 1.69 1.09 -1.98
H 1.5247 1.7272 0.2511 0.43 -3.90 -1.02
H 0.1395 0.1592 -1.6419 0.30 -0.24 -3.20
H -2.4940 -0.2137 -0.6656 3.10 1.10 0.98
H -1.4630 0.5441 0.7893 -1.02 0.72 2.07
H -0.1122 -1.3310 1.0641 -0.74 0.87 -4.25
N -0.4046 -1.1955 -0.0819 -2.08 1.97 2.13
F 2.1961 -0.6197 -0.2948 -1.72 3.59 0.84
```
Positions in Å, forces in eV/Å.



No. 3
Computed, not measured: a cluster of 2 separate species, C3H6FN2O4PS in total, with ωB97M-V/def2-TZVPD.

Calculated values
E_HOMO ... -0.32 eV
Molecular weight ... 216.1 g mol⁻¹
ΔE to the lowest compared entry with this formula, charge and spin ... 42.0 kJ/mol
Net charge ... -2

The geometry in XYZ format:
```
18
Properties=species:S:1:pos:R:3:forces:R:3
C -3.7169 0.7250 0.2107 -0.07 -0.86 -0.93
C -1.4668 1.1788 -0.3467 0.31 -1.95 0.03
C 1.4058 -1.2219 0.4044 2.08 -1.96 1.45
N -2.4793 0.2332 0.0815 -2.46 1.96 1.81
N 1.8165 0.0237 -0.0433 -0.71 1.70 -0.75
O 3.4466 2.0673 0.0254 0.68 1.36 -0.09
O 2.8032 -0.1601 -1.2224 0.97 0.43 0.63
O -4.1375 1.8339 -0.1037 0.06 -0.85 0.69
O 4.2340 -0.2093 1.0406 0.46 0.18 -0.17
F -4.6376 -0.2890 0.5823 0.64 1.42 -0.23
P 3.3811 0.6145 0.1447 -1.39 -1.92 -0.44
S -1.9937 -1.3282 0.4985 0.17 -1.76 0.51
H -1.0715 1.9899 0.2406 -0.43 0.11 1.00
H -0.7126 0.4279 -0.4903 1.22 0.65 -0.77
H -1.9034 1.5345 -1.2178 0.01 1.23 -2.08
H 2.2412 -1.8081 0.7740 1.16 -0.63 -0.61
H 0.9696 -1.2138 1.3610 -1.74 0.99 0.92
H 0.8628 -1.8455 -0.2497 -0.98 -0.10 -0.96
```
Positions in Å, forces in eV/Å.



No. 4
Computed, not measured: the ion C3H6FN2S with charge +1, with ωB97M-V/def2-TZVPD.

Calculated values
E_HOMO ... -14.39 eV
Molecular weight ... 121.2 g mol⁻¹
ΔE to the lowest compared entry with this formula, charge and spin ... 25.4 kJ/mol
Net charge ... +1

The geometry in XYZ format:
```
13
Properties=species:S:1:pos:R:3:forces:R:3
C 0.4001 0.3184 0.9357 0.10 -1.05 1.86
C -0.8243 -0.6161 -0.9550 -0.59 -2.58 2.12
C 0.4746 -0.6579 -1.6312 2.02 -0.20 -0.44
N -0.7417 0.2716 0.1981 -0.68 2.31 -1.82
N 0.4080 1.0272 2.0539 -3.91 1.79 -0.23
F 0.8143 -1.6858 -2.4089 -0.78 1.59 1.39
S 1.6048 -0.7990 0.6899 -0.04 -0.32 -2.63
H -1.8059 -0.4436 -1.4478 1.04 0.21 -0.44
H -0.9237 -1.6432 -0.5279 -0.24 0.41 -0.41
H 0.9827 0.2928 -1.8801 -0.01 -0.74 -0.02
H -1.0383 1.1925 -0.1636 -0.12 -0.23 1.17
H -0.4403 1.5107 2.4307 0.54 -0.80 -1.24
H 1.0897 1.2322 2.7064 2.65 -0.39 0.69
```
Positions in Å, forces in eV/Å.



No. 5
Computed, not measured: a cluster of 2 separate species, C3H6FN2S in total, with ωB97M-V/def2-TZVPD.

Calculated values
E_HOMO ... -11.46 eV
Molecular weight ... 121.2 g mol⁻¹
ΔE to the lowest compared entry with this formula, charge and spin ... 119.7 kJ/mol
Net charge ... +1

The geometry in XYZ format:
```
13
Properties=species:S:1:pos:R:3:forces:R:3
C 1.0930 0.5007 0.4406 -0.38 0.14 0.55
C -1.2121 -1.9263 -1.1929 0.40 0.36 0.22
C 1.3350 1.0894 1.6066 0.76 -0.42 -1.66
N -2.1097 -1.1916 -1.7693 1.66 -0.44 -3.56
N 1.4419 2.4317 1.8874 -0.60 0.58 -2.86
F -0.3084 -2.5838 -1.8998 -1.34 0.50 0.26
S 0.8515 -0.4076 -0.8220 0.25 0.19 0.31
H 1.6674 0.2581 2.2556 -0.16 0.95 0.49
H -1.3752 -2.2394 -0.1842 0.28 -0.29 0.49
H -1.8986 -0.9670 -2.7807 -0.61 -0.21 1.48
H -2.9342 -0.7890 -1.3926 -0.51 0.13 0.87
H 1.8309 2.6717 2.7408 0.75 0.46 1.71
H 1.6184 3.1531 1.1105 -0.49 -1.97 1.70
```
Positions in Å, forces in eV/Å.



No. 6
Computed, not measured: a cluster of 2 separate species, C3H6FN3 in total, with ωB97M-V/def2-TZVPD.

Calculated values
E_HOMO (alpha / beta) ... -10.18 / -10.12 eV
Molecular weight ... 103.1 g mol⁻¹
ΔE to the lowest compared entry with this formula, charge and spin ... 449.2 kJ/mol
Net charge ... 0

The geometry in XYZ format:
```
13
Properties=species:S:1:pos:R:3:forces:R:3
C -0.9360 0.6416 -0.1372 4.23 1.66 1.82
C 1.8287 -0.7645 0.0178 0.39 -0.66 -1.83
C 1.4805 0.6975 0.4098 1.70 -0.16 -0.41
N 1.4219 -0.8329 -1.3556 0.88 -0.25 0.41
N 0.1002 1.0375 0.3638 -1.02 -0.50 -0.82
N -2.0858 0.3943 -0.3121 -3.19 -0.15 -1.88
F -3.9780 -0.9725 0.3482 -0.21 -0.06 -0.23
H 2.9170 -1.1520 0.2147 -1.61 1.18 -0.39
H 1.2005 -1.5696 0.3895 -0.44 0.01 1.08
H 1.8097 0.8951 1.4270 0.23 0.16 -0.02
H 2.1212 1.3001 -0.3272 -1.15 -0.37 1.18
H -2.6632 0.7949 -1.0559 0.76 0.06 0.06
H -3.2167 -0.4693 0.0172 -0.57 -0.91 1.02
```
Positions in Å, forces in eV/Å.



No. 7
Computed, not measured: the molecule C3H6FNO, with ωB97M-V/def2-TZVPD.

Calculated values
E_HOMO ... -10.64 eV
Molecular weight ... 91.1 g mol⁻¹
SMILES ... [H]/N=C(\F)[C@@H](C)O
ΔE to the lowest compared entry with this formula, charge and spin ... 112.2 kJ/mol
Net charge ... 0

The geometry in XYZ format:
```
12
Properties=species:S:1:pos:R:3:forces:R:3
C 0.2784 0.1820 0.6452 -0.51 0.54 -2.49
C 1.1320 -0.8701 -0.0668 -2.40 -1.81 -1.51
C -1.1408 0.1798 0.0798 1.57 -1.77 0.63
N -1.6479 1.0982 -0.5825 -0.35 -0.26 0.59
O 0.7570 1.4691 0.3375 0.71 0.50 -0.22
F -1.6394 -1.0997 0.2235 -0.71 0.96 -0.01
H 0.3527 0.0034 1.6830 -0.41 0.20 1.28
H 0.6223 -1.8895 -0.3285 0.54 1.88 0.85
H 1.9870 -1.1150 0.4843 1.46 -0.02 0.62
H 1.3352 -0.4427 -1.0364 0.63 0.03 -0.32
H 0.5430 1.6701 -0.6074 0.09 -0.27 1.23
H -2.5797 0.8142 -0.8318 -0.63 0.01 -0.65
```
Positions in Å, forces in eV/Å.



No. 8
Computed, not measured: the molecule C3H6FNO, with ωB97M-V/def2-TZVPD.

Calculated values
E_HOMO (alpha / beta) ... -4.49 / -10.28 eV
2S+1 ... 3
Molecular weight ... 91.1 g mol⁻¹
ΔE to the lowest compared entry with this formula, charge and spin ... 330.1 kJ/mol
Net charge ... 0

The geometry in XYZ format:
```
12
Properties=species:S:1:pos:R:3:forces:R:3
C 1.5380 -0.5444 0.2457 -0.06 -3.45 6.40
C -1.2858 0.9792 -0.2289 1.60 -1.76 -0.86
C -0.9601 -0.3759 0.4281 0.95 1.19 2.79
N 1.9423 -0.0814 -0.8566 2.96 1.48 -3.80
O 0.4109 -0.6555 0.9225 -5.20 1.35 0.61
F -1.2888 -1.4046 -0.3480 -0.41 -0.80 -1.55
H 2.2488 -1.0214 1.0458 0.02 0.95 -2.13
H -2.0933 0.7461 -0.8856 -1.46 0.35 0.19
H -1.2995 1.9078 0.3315 -0.29 -0.44 0.35
H -0.5523 1.0452 -0.9938 1.30 0.72 -0.74
H -1.6038 -0.4413 1.3219 0.74 -0.29 0.06
H 2.9437 -0.1537 -0.9826 -0.15 0.70 -1.33
```
Positions in Å, forces in eV/Å.



No. 9
Computed, not measured: the molecule C3H6FNO2, with ωB97M-V/def2-TZVPD.

Calculated values
E_HOMO ... -9.89 eV
Molecular weight ... 107.1 g mol⁻¹
SMILES ... CONC(=O)CF
ΔE to the lowest compared entry with this formula, charge and spin ... 263.9 kJ/mol
Net charge ... 0

The geometry in XYZ format:
```
13
Properties=species:S:1:pos:R:3:forces:R:3
C 2.0378 -0.0105 0.2522 -0.87 0.07 -0.81
C -1.2656 -0.6187 -0.1568 -0.36 -0.38 -1.04
C -1.6394 0.7637 0.3162 1.27 1.27 0.13
H 2.4720 -1.0074 0.0556 -0.08 0.54 0.10
H 2.7202 0.8133 -0.0085 -0.16 -0.50 0.21
H 1.7069 0.0703 1.2964 0.05 -0.06 -0.27
H 0.1593 -1.5149 -1.3550 0.11 -0.33 -0.22
H -0.9935 0.9516 1.2068 -0.88 0.15 -0.24
H -2.7204 0.8708 0.4728 0.51 -0.41 0.25
N 0.0198 -0.7941 -0.6730 -2.13 -0.92 1.26
O 0.8984 0.2148 -0.6669 1.89 1.12 0.40
O -2.1048 -1.5024 -0.1173 0.91 0.11 -0.16
F -1.2907 1.7636 -0.6226 -0.24 -0.66 0.39
```
Positions in Å, forces in eV/Å.



No. 10
Computed, not measured: a cluster of 2 separate species, C3H6FNO2 in total, with ωB97M-V/def2-TZVPD.

Calculated values
E_HOMO ... -9.51 eV
Molecular weight ... 107.1 g mol⁻¹
SMILES ... C/C(O)=N\F.C=O
ΔE to the lowest compared entry with this formula, charge and spin ... 398.2 kJ/mol
Net charge ... 0

The geometry in XYZ format:
```
13
Properties=species:S:1:pos:R:3:forces:R:3
C -0.8482 0.0584 -0.1947 2.25 -1.88 0.57
C -2.1376 -0.5781 -0.2960 -2.69 0.58 0.89
C 2.7105 0.5916 0.5815 0.06 0.33 -2.18
N 0.1968 -0.5698 0.2494 -2.01 -0.19 0.48
O -0.6747 1.2137 -0.7830 1.33 2.15 -0.20
O 1.9993 0.4991 -0.4111 2.23 1.54 1.19
F -0.2281 -1.8594 0.6445 0.19 -0.46 0.43
H -2.3130 -0.7169 -1.3361 -0.30 -0.48 -0.95
H -2.9779 0.0769 0.0429 0.79 -0.14 -0.23
H -2.2419 -1.5001 0.2755 0.30 0.20 -0.38
H 0.2983 1.5136 -0.7399 -1.62 -1.01 -0.01
H 2.9326 1.5644 1.0948 -0.54 -0.61 -0.09
H 3.2838 -0.2933 0.8721 0.01 -0.04 0.46
```
Positions in Å, forces in eV/Å.